Computed, not measured: C4H4HgLiO5 as an isolated structure, with the ωB97M-V functional and the def2-TZVPD basis.

Atoms and positions in Å:
Hg 1.32282 -0.97048 1.68379
O -0.43256 1.41216 1.06917
O -1.40198 1.09338 -3.46555
O -2.68514 2.34544 -2.07749
O -3.09143 0.19399 -2.25020
O 0.56685 0.01869 -0.57910
C -0.05389 0.80302 -0.02018
C -2.20467 1.17057 -2.51577
C -4.15983 0.69645 -1.48747
C -4.01884 2.19938 -1.65516
Li -0.46518 -0.62328 -3.31841
H -4.71105 2.59323 -2.40034
H -4.05814 0.39599 -0.44364
H -5.11450 0.35163 -1.88535
H -4.17535 2.70545 -0.70200

**Energy above the lowest of the compared OMol25 structures with the same formula, charge and spin**: 174.5 kJ/mol
**2S+1**: 2
**HOMO (alpha / beta)**: -4.643 / -8.136 eV
**Kohn-Sham gap (alpha / beta)**: 0.1393 / 0.2669 Ha

Atom charges from the natural (NBO) analysis, given in e for atoms 1 to 2: 0.004 -0.653